Below is one molecule with the formula C4H6N2 at a distorted geometry, with properties calculated with ωB97M-V with the def2-TZVPD basis set.

Element x y z (Å)
C  -0.23733  0.84452  0.30058
C  -0.60590  -0.54409  -0.08237
C  0.69598  -0.27726  0.58026
C  1.92574  -0.34343  -0.29006
N  2.84446  0.66714  -0.16349
N  3.27785  -0.36764  0.23081
H  0.16566  1.54996  -0.45590
H  -0.85595  1.40461  1.07450
H  -1.24132  -1.18703  0.47853
H  -0.52109  -0.66422  -1.11129
H  0.77172  -0.61141  1.63896
H  1.60638  -0.84402  -1.44469

As for the spin multiplicity: 3. As for the expectation value of S²: 2.01. The HOMO energy (alpha / beta) is -0.2452 / -0.4058 hartree. The value obtained for the total energy is -7218.0124 eV.

=====

Below is a 3-piece molecular cluster, C3H14NO2S overall at a distorted geometry, with properties calculated with ωB97M-V with the def2-TZVPD basis set.

Element x y z (Å)
C  -0.82358  1.07771  1.35590
C  0.17274  -0.01328  0.89775
C  -0.04792  -1.22214  1.78233
S  1.30367  -2.32474  1.37258
N  0.05779  -0.30164  -0.57260
H  -1.83808  0.65577  1.47003
H  -0.86332  1.88688  0.63724
H  -0.77724  1.50913  2.35652
H  1.17288  0.46433  1.02591
H  -0.32909  -0.85852  2.78700
H  -1.02994  -1.71009  1.48087
H  1.15714  -3.26844  2.29991
H  -0.48051  -1.14007  -0.79452
H  -0.31493  0.56140  -1.05973
H  0.96180  -0.20243  -1.03754
H  0.35054  3.19033  -1.04815
H  -0.90881  2.87960  -1.82334
O  -0.19580  2.44819  -1.34232
H  0.36353  -0.78014  -3.83642
H  1.22328  -1.85911  -2.92005
O  0.84583  -0.99271  -3.03137

The charge is +1. The HOMO energy is -0.4699 hartree. The value obtained for the total energy is -19751.7873 eV.